No. 1
The following is a quantum chemistry calculation of a cluster of 2 separate species, C29H51INO8 in total in a non-equilibrium geometry, from the OMol25 dataset.

Properties
LUMO in hartree: -0.1339
HOMO energy in eV: -9.77
Max |F| in hartree/bohr: 0.099

```
! RIJCOSX wB97M-V def2-TZVPD def2/J DEFGRID3
* xyz 1 1
C 5.48194 -3.82992 1.39986
C 5.26050 -2.50195 1.58735
C 5.71762 -1.42220 0.63552
O 5.34288 -1.51660 -0.45675
O 6.53352 -0.42192 1.06182
C 5.93547 0.88041 0.94503
C 4.78751 1.05702 1.96268
C 4.39877 2.52226 2.16768
C 3.38882 2.72640 3.33686
C 1.93543 2.95138 2.86301
C 1.28177 1.54475 2.62398
C 0.24367 1.54778 1.42336
C -0.68940 2.72202 1.81472
C 1.22121 1.75479 0.20902
C 1.06883 2.99250 -0.69624
C -0.32242 3.17119 -1.37029
C -0.95629 4.56599 -1.06156
I -0.05196 3.06164 -3.54114
C 1.29591 0.37518 -0.49306
O 1.73025 0.09374 -1.52595
O 0.71155 -0.46993 0.40898
C -0.40784 0.14454 1.08565
C -0.42222 -0.67516 2.42280
C -1.32304 -1.93491 2.42600
C -2.72059 -1.70213 3.08723
C -3.85458 -2.51022 2.46953
O -4.72200 -2.89304 3.14930
O -3.91407 -2.76797 1.11728
C -3.80198 -4.17042 0.83283
C -3.83525 -4.43456 -0.69280
C -1.73975 0.15597 0.33753
C -1.75454 -0.51142 -1.04029
C -1.31671 -1.96748 -1.14064
O -1.10295 0.30354 -2.03306
H 4.67048 -4.52871 1.17832
H 6.47203 -4.28507 1.49235
H 4.70150 -2.19986 2.48097
H 5.48083 0.94279 -0.05414
H 6.71566 1.63349 1.06003
H 3.95525 0.43863 1.59230
H 5.12145 0.57923 2.89486
H 4.03347 2.97754 1.23780
H 5.30598 3.07440 2.44701
H 3.71358 3.51639 4.02154
H 3.40568 1.80148 3.93014
H 1.36484 3.43882 3.66108
H 1.86017 3.60332 1.98863
H 0.78263 1.33157 3.57743
H 2.04527 0.79011 2.42055
H -0.30941 3.68279 1.46488
H -0.75930 2.73379 2.90661
H -1.72243 2.64740 1.45056
H 2.27638 1.84904 0.51638
H 1.35449 3.91188 -0.17686
H 1.80279 2.87775 -1.50257
H -1.04353 2.39822 -1.12505
H -1.16365 5.12896 -1.97173
H -1.86890 4.43625 -0.47023
H -0.28033 5.18973 -0.46603
H -0.82629 0.00641 3.18194
H 0.58596 -1.00428 2.66316
H -1.43982 -2.43526 1.46342
H -0.83312 -2.66837 3.08067
H -3.01099 -0.64376 3.02697
H -2.69049 -1.96488 4.14410
H -2.81839 -4.50652 1.18877
H -4.60506 -4.74000 1.30600
H -2.87801 -4.86751 -1.00158
H -4.64293 -5.11381 -0.96783
H -3.91111 -3.48261 -1.23082
H -2.04032 1.19694 0.15466
H -2.57373 -0.25933 0.90922
H -2.81716 -0.51668 -1.35105
H -1.97699 -2.60022 -0.54757
H -1.50661 -2.26292 -2.19001
H -0.25635 -2.15194 -0.95385
H -0.57228 -0.31865 -2.55110
C -2.94702 0.59398 -4.32437
C -3.09418 -0.88203 -4.37490
O -2.79689 -1.65642 -3.52324
N -3.72319 -1.53891 -5.56880
C -3.30441 -1.05815 -6.91940
H -2.52091 0.87044 -3.35947
H -2.27756 0.93920 -5.11530
H -3.92651 1.06765 -4.43845
H -4.73483 -1.41692 -5.45386
H -3.53940 -2.53494 -5.41317
H -3.54155 -0.00222 -7.00998
H -3.85740 -1.62649 -7.66280
H -2.23751 -1.23299 -7.03248
*
```

No. 2
The following is a quantum chemistry calculation of a structure of composition C29H51NO2SSi2Sn in a non-equilibrium geometry, from the OMol25 dataset.

Properties
LUMO in hartree: -0.0058
Energy relative to the best compared isomer or geometry (same formula, charge and spin) in eV: 0.566
HOMO energy in eV: -3.79
Max |F| in hartree/bohr: 0.068

```
! RIJCOSX wB97M-V def2-TZVPD def2/J DEFGRID3
* xyz 0 1
O 2.43583 1.48853 0.03352
O 3.76589 -0.43966 0.31608
C 2.47537 2.60620 -0.93520
C 1.09069 3.06563 -1.32139
H 2.99594 2.20609 -1.80980
H 3.07308 3.42630 -0.50429
H 0.39571 2.26380 -1.58703
H 1.15294 3.70395 -2.20442
H 0.65238 3.66245 -0.52236
C 2.04096 1.93091 1.36127
C 3.21600 2.56739 2.06644
H 1.67799 1.03546 1.86282
H 1.18534 2.60057 1.25675
H 4.06458 1.87473 2.17389
H 2.90972 2.88813 3.07187
H 3.58086 3.43910 1.49727
C 3.90565 -1.56778 1.36358
C 4.99473 -0.30620 -0.53713
C 3.41008 -1.11305 2.70444
H 4.97536 -1.83955 1.34391
H 3.29518 -2.35972 0.91732
H 3.93512 -0.19459 3.02303
H 3.62407 -1.91669 3.42770
H 2.31733 -0.94305 2.71140
C 5.91540 0.55573 0.28141
H 4.64726 0.15114 -1.46997
H 5.30931 -1.34363 -0.71099
H 5.41365 1.50214 0.53869
H 6.83302 0.76607 -0.27933
H 6.10913 0.03695 1.22906
H 3.34943 0.54187 0.39867
Sn -1.51846 -1.53240 -0.52830
C 0.48824 -1.03847 -0.62909
Si 1.31705 -1.78126 -2.11567
H 1.04761 -1.31294 0.27913
H 0.43719 0.07077 -0.65785
C 2.20203 -0.52354 -3.15690
C -0.00283 -2.60324 -3.17952
C 2.48200 -3.13591 -1.55699
C -2.12364 0.30942 -1.56636
Si -3.84568 -0.03863 -2.18127
H -1.39441 0.52755 -2.36353
H -2.06353 1.11551 -0.82177
C -3.87456 -1.56833 -3.30007
C -4.37860 1.47994 -3.13458
C -4.98702 -0.34407 -0.72276
H 2.55867 -3.84363 -2.39610
H 2.09854 -3.68308 -0.68483
H 3.48841 -2.77094 -1.31460
H 1.49251 -0.00980 -3.81737
H 2.92118 -1.05646 -3.79459
H 2.75629 0.23048 -2.58864
H -0.56895 -1.88448 -3.78843
H -0.69990 -3.22326 -2.59126
H 0.55919 -3.27229 -3.85598
H -3.61374 1.76283 -3.86987
H -4.51157 2.32041 -2.44047
H -5.32551 1.30459 -3.66091
H -5.21023 0.59590 -0.20119
H -4.59661 -1.04130 0.03283
H -5.93574 -0.76429 -1.08843
H -4.89740 -1.97757 -3.31907
H -3.20313 -2.37686 -2.96669
H -3.59011 -1.29851 -4.32915
S -4.27267 0.10935 2.99636
C -4.05970 1.72548 2.35679
C -4.97231 2.77524 2.37921
C -4.68559 3.94561 1.67110
C -3.49805 4.05630 0.93563
C -2.57322 3.00704 0.89865
C -2.85643 1.81068 1.59979
N -2.16950 0.59488 1.51846
C -2.74346 -0.36999 2.23278
C -2.16444 -1.68662 2.47536
C -2.29159 -2.24498 3.75930
C -1.63668 -3.43764 4.07043
C -0.85087 -4.07924 3.09774
C -0.75460 -3.54023 1.80223
C -1.44545 -2.37589 1.48429
H -5.89881 2.63472 2.92955
H -5.39055 4.77070 1.68359
H -3.28887 4.96947 0.37760
H -1.63578 3.06061 0.33744
H -2.87585 -1.72181 4.52051
H -1.73207 -3.86612 5.07410
H -0.31797 -5.00229 3.35179
H -0.14080 -4.06061 1.06038
*
```

No. 3
The following is a quantum chemistry calculation of a structure of composition C29H52BCl2IrN6O3S4Si in a non-equilibrium geometry, from the OMol25 dataset.

Properties
LUMO (alpha / beta) in hartree: 0.0145 / 0.0145
Energy relative to the best compared isomer or geometry (same formula, charge and spin) in eV: 2.397
HOMO energy (alpha / beta) in eV: -6.19 / -6.18
Max |F| in hartree/bohr: 0.043

```
! RIJCOSX wB97M-V def2-TZVPD def2/J DEFGRID3
* xyz 0 1
Ir 0.05784 0.02181 -0.19523
C -4.15506 0.82518 -0.00415
C -4.37538 1.32750 1.41552
C -5.76158 0.89894 1.88810
C -4.27574 2.85256 1.47994
N -3.35289 0.73108 2.33447
C -3.65622 -0.03873 3.44347
C -2.49146 -0.34759 4.04460
N -1.46819 0.21548 3.31632
B 0.00030 -0.01978 3.77714
N 0.57422 -1.40291 3.40089
C 1.50738 -1.97660 4.23526
C 1.91686 -3.12823 3.67951
N 1.23291 -3.27259 2.48381
C 0.41569 -2.18948 2.32355
S -0.68544 -1.88336 1.01696
C 1.41318 -4.43535 1.56423
C 0.10037 -5.20913 1.44837
C 2.47004 -5.36717 2.15815
C 1.91620 -3.94374 0.20698
N 0.97653 1.13920 3.42340
C 1.01750 2.24115 4.24822
C 1.92620 3.10221 3.75705
N 2.45746 2.53093 2.61481
C 1.83831 1.33978 2.39584
S 2.06944 0.21375 1.10122
C 3.54300 3.14916 1.79377
C 4.75440 2.21679 1.79649
C 3.94899 4.47740 2.42939
C 3.01806 3.41179 0.39088
C -2.00304 0.83774 2.24919
S -1.07533 1.65591 1.03056
H -4.96275 1.19700 -0.63849
H -4.14545 -0.26636 -0.03618
H -3.21074 1.19594 -0.39255
H -6.49322 1.35547 1.22222
H -5.97806 1.24112 2.90116
H -5.89132 -0.18332 1.83306
H -5.05626 3.28719 0.85230
H -3.31121 3.19638 1.11351
H -4.42073 3.20534 2.50290
H -4.66127 -0.27772 3.73211
H -2.29998 -0.90822 4.94249
H -0.04951 -0.01795 4.98438
H 1.79479 -1.51041 5.16116
H 2.62585 -3.84758 4.03932
H -0.22698 -5.55234 2.43212
H 0.25770 -6.08460 0.81439
H -0.67979 -4.59446 1.00890
H 2.17260 -5.75818 3.13275
H 3.44149 -4.87749 2.24574
H 2.58359 -6.21478 1.48342
H 1.13445 -3.44944 -0.35588
H 2.28727 -4.79836 -0.36476
H 2.73184 -3.23073 0.34202
H 0.40721 2.30485 5.13180
H 2.25056 4.05041 4.13939
H 5.11256 2.05297 2.81544
H 5.55857 2.67775 1.21911
H 4.50746 1.25821 1.34693
H 4.32656 4.35436 3.44621
H 3.12564 5.19355 2.43044
H 4.75225 4.89873 1.82590
H 2.80515 2.49351 -0.14459
H 3.75626 3.98612 -0.17332
H 2.09212 3.98623 0.42418
C 3.59990 -1.09641 -2.78011
S 2.02647 -0.28035 -2.55606
C 1.23762 -0.69930 -4.10465
O 1.35331 -1.15738 -1.50516
H 3.45312 -2.14846 -3.02482
H 4.12886 -0.99584 -1.83421
H 4.14700 -0.58300 -3.57178
H 1.66141 -0.06448 -4.88332
H 0.19042 -0.44821 -3.97018
H 1.36690 -1.75692 -4.33383
Cl -1.23379 1.91174 -4.59621
C -0.74153 3.10851 -3.37439
Cl -2.17316 3.81071 -2.58700
C 0.17432 2.52294 -2.27496
O 1.12337 3.21103 -1.93984
O -0.20155 1.37497 -1.87254
H -0.23287 3.90858 -3.89556
C -4.14210 -3.26694 -1.79141
Si -2.81858 -2.31064 -2.72826
C -3.66280 -1.38275 -4.12680
C -1.62374 -3.56712 -3.46479
C -1.84861 -1.10803 -1.70012
H -4.76019 -3.85820 -2.47041
H -4.80148 -2.59266 -1.23740
H -3.69036 -3.94469 -1.06256
H -4.28719 -2.06460 -4.70690
H -2.94099 -0.91764 -4.80218
H -4.29821 -0.58283 -3.73806
H -2.16252 -4.44971 -3.81529
H -0.89246 -3.89052 -2.71817
H -1.07283 -3.15570 -4.31410
H -0.86996 -1.25878 -2.14912
H -2.21741 -0.09639 -1.80218
*
```

No. 4
The following is a quantum chemistry calculation of a cluster of 2 separate species, C29H52BN3O5PS3 in total in a non-equilibrium geometry, from the OMol25 dataset.

Properties
LUMO in hartree: -0.1755
HOMO energy in eV: -11.84
Max |F| in hartree/bohr: 0.113

```
! RIJCOSX wB97M-V def2-TZVPD def2/J DEFGRID3
* xyz 1 1
C -2.19556 -2.15780 6.62997
C -2.26171 -0.61761 7.10535
C -3.54196 0.15184 6.45256
C -3.08537 0.84255 5.07883
C -4.31194 1.30139 4.13437
C -5.17815 -0.03722 3.79955
C -5.93734 0.04299 2.38620
C -4.99666 -0.25392 1.11860
C -4.37559 -1.74267 1.15370
C -3.29240 -1.98921 -0.03525
C -4.02262 -1.61529 -1.41128
C -3.17330 -2.05627 -2.73864
N -1.70183 -2.21372 -2.43572
C -1.10156 -3.52915 -2.25015
P -2.09237 -5.16016 -2.30783
N -2.56289 -5.47199 -0.81249
C 0.42822 -3.72121 -1.94888
S 1.16308 -5.40025 -1.66256
C 1.35542 -2.49164 -1.85094
C 2.90822 -2.65945 -1.52390
O 3.78361 -2.41887 -2.36495
O 3.23375 -3.05631 -0.17065
N 4.55542 -2.66643 -0.01982
C 4.78729 -2.31545 1.21239
S 4.64961 -1.75220 2.77726
C 0.67504 -1.08648 -2.05714
C 1.65257 0.16668 -1.96834
C 2.04217 0.52144 -0.41982
C 3.61049 0.85429 -0.41753
C 4.10267 1.81407 0.76960
C -0.85934 -1.02410 -2.32270
B -1.47140 0.50840 -2.46577
O -2.25518 1.15057 -1.45942
C -1.18515 1.28951 -3.86692
C -1.34204 0.24395 -5.11195
H -1.72759 -2.82141 7.44933
H -1.53025 -2.30440 5.70521
H -3.22814 -2.57385 6.38001
H -1.30330 -0.03096 6.87206
H -2.41589 -0.60832 8.24075
H -4.35491 -0.64416 6.32821
H -3.94164 0.90371 7.23402
H -2.48094 0.08107 4.47660
H -2.41392 1.72647 5.36294
H -4.93668 2.05006 4.73091
H -3.95436 1.83020 3.17831
H -4.49220 -0.94682 3.87159
H -5.93602 -0.12807 4.66033
H -6.89550 -0.60012 2.38339
H -6.30321 1.13601 2.28548
H -4.09217 0.46161 1.04367
H -5.63418 -0.05513 0.18072
H -5.22298 -2.51508 1.01307
H -3.84329 -1.99449 2.13306
H -2.31747 -1.41917 0.12111
H -3.08660 -3.11177 -0.04101
H -4.15894 -0.47377 -1.51766
H -5.05378 -2.13342 -1.45032
H -3.34973 -1.32969 -3.61851
H -3.65657 -3.03627 -3.08084
H -1.26263 -6.27623 -2.72159
H -3.14599 -5.07059 -3.27044
H -2.16582 -6.36392 -0.47790
H 1.94506 -5.25423 -0.50497
H 1.33242 1.07890 -2.56674
H 2.65041 -0.17697 -2.44128
H 1.91556 -0.48134 0.14375
H 1.37592 1.32657 0.03000
H 3.82531 1.39987 -1.41533
H 4.26419 -0.09465 -0.46249
H 4.87921 1.28898 1.44418
H 3.26950 2.31548 1.36382
H 4.69659 2.68017 0.26135
H -2.08733 0.78976 -0.56204
H -1.92334 2.16388 -4.02406
H -0.14168 1.75347 -3.92580
H -1.15902 0.77474 -6.12127
H -2.41760 -0.16453 -5.15425
H -0.56021 -0.58370 -5.03597
C 7.81849 4.11033 -2.98090
C 7.48662 5.43382 -3.67346
C 6.05002 5.80175 -3.29621
S 5.74929 5.06368 -1.69411
O 4.73519 4.04418 -1.84080
O 5.65637 6.10652 -0.69893
C 7.33714 4.26388 -1.54394
H 8.88618 3.88664 -3.02425
H 7.28092 3.29199 -3.47097
H 8.17101 6.21143 -3.31968
H 7.60343 5.36328 -4.75699
H 5.91588 6.88161 -3.22740
H 5.33109 5.38186 -4.00180
H 7.22700 3.31262 -1.02358
H 7.99324 4.92880 -0.97813
*
```

No. 5
The following is a quantum chemistry calculation of a structure of composition C29H52N2NiOP2SSi2Te, from the OMol25 dataset.

Properties
Expectation value of S²: 2.0101
LUMO (alpha / beta) in hartree: -0.1886 / -0.2363
Energy relative to the best compared isomer or geometry (same formula, charge and spin) in eV: 0.000
HOMO energy (alpha / beta) in eV: -13.69 / -13.99
Max |F| in hartree/bohr: 0.004

```
! RIJCOSX wB97M-V def2-TZVPD def2/J DEFGRID3
* xyz 2 3
Ni -0.05894 0.34402 0.31576
C -1.22155 -2.19667 -1.92284
P -1.27690 -1.56428 -0.22119
C -1.00159 -3.04522 0.78778
C -2.98561 -1.02368 0.07320
C -4.00009 -1.91421 0.40717
C -5.29268 -1.45612 0.61829
C -5.58222 -0.10678 0.48817
C -4.58024 0.79101 0.14886
C -3.27887 0.34444 -0.05543
P -1.91897 1.47503 -0.46157
C -2.45504 3.14052 0.02397
C -1.83745 1.61397 -2.27481
H -1.88734 -3.05443 -2.02290
H -0.20474 -2.50444 -2.16579
H -1.53592 -1.43089 -2.62865
H -1.68372 -3.84398 0.49706
H -1.13643 -2.82344 1.84584
H 0.01921 -3.39308 0.62500
H -3.79204 -2.97045 0.51012
H -6.07324 -2.15502 0.88420
H -6.58921 0.24942 0.65263
H -4.82395 1.84029 0.05150
H -2.82018 3.16693 1.04641
H -3.24676 3.48726 -0.64125
H -1.60940 3.82240 -0.06460
H -2.83624 1.71358 -2.70045
H -1.33624 0.75345 -2.71145
H -1.25646 2.50289 -2.52400
C 1.12338 -2.96691 4.48186
Si 2.19166 -1.63013 3.74374
C 2.45756 -1.93350 1.91340
C 3.81452 -1.45804 4.63626
C 1.27718 0.02622 3.92684
Te -0.58237 0.09361 2.89292
C -1.18658 2.01706 3.58431
Si -2.35769 1.89512 5.07807
C -2.66629 3.62904 5.68078
C -3.92575 1.09896 4.44278
C -1.53908 0.84210 6.38481
H 1.60352 -3.93987 4.37277
H 0.14051 -3.03284 4.00884
H 0.96505 -2.79906 5.54815
H 2.88442 -2.92319 1.74771
H 3.14285 -1.20580 1.47333
H 1.52163 -1.88609 1.34356
H 4.38656 -2.38471 4.58403
H 3.65913 -1.22823 5.69107
H 4.42937 -0.66565 4.20713
H 1.87426 0.88865 3.62874
H 0.99054 0.18545 4.96812
H -1.68510 2.49684 2.74638
H -0.25954 2.56486 3.76889
H -3.09831 4.25450 4.89812
H -1.74442 4.10293 6.01960
H -3.36272 3.62816 6.51944
H -4.43179 1.75035 3.72650
H -4.62331 0.90800 5.25850
H -3.73233 0.14051 3.95149
H -0.59232 1.27312 6.71444
H -1.35588 -0.17906 6.04191
H -2.18147 0.76935 7.26317
C 5.27934 1.38918 -2.49567
C 4.62768 2.66300 -3.01272
C 3.15070 2.76151 -2.65707
N 2.97641 2.87423 -1.20256
C 2.49080 1.96983 -0.38926
S 1.85768 0.45610 -0.95250
N 2.46966 2.17085 0.95636
C 2.58945 3.37945 1.72856
O 1.78261 3.53195 2.60854
C 3.72576 4.27735 1.45050
C 4.95594 3.77028 1.02335
C 6.02443 4.63160 0.84156
C 5.86216 5.99225 1.07392
C 4.64134 6.49560 1.50630
C 3.57360 5.63924 1.70962
H 6.33149 1.35399 -2.76927
H 4.79720 0.50368 -2.91041
H 5.22491 1.31847 -1.40711
H 4.70516 2.71604 -4.10002
H 5.15024 3.54542 -2.63049
H 2.60346 1.88153 -2.99064
H 2.69332 3.64402 -3.10520
H 3.41232 3.68776 -0.77878
H 1.96427 1.44888 1.46353
H 5.08197 2.70587 0.86176
H 6.98494 4.24365 0.53210
H 6.69658 6.66335 0.92694
H 4.52769 7.55314 1.69427
H 2.62319 6.00928 2.06816
*
```

Q: What is the formula in the fourth record?
A: C29H52BN3O5PS3

Q: What is the max |F| in the first record?
A: 0.099 hartree/bohr